<one>
C3H5N2OP | ωB97M-V with the def2-TZVPD basis set

Atoms and positions in Å:
C 0.27582 -0.62091 1.77212
C 0.82390 1.34751 0.36832
C -0.74027 -0.26792 -0.58309
N 0.71219 2.38577 1.33390
N 0.12037 0.02915 0.62879
O 1.48003 1.58884 -0.61714
P -0.42724 2.60208 2.48584
H -0.04385 -1.76799 1.75491
H -0.36917 0.38294 -1.39131
H -0.63650 -1.30821 -0.85613
H -1.78682 -0.12465 -0.33163
H 1.40632 3.10407 1.22371

2S+1: 1
Lowest unoccupied orbital energy (alpha / beta) (eV): -0.9 / -0.9
Charge: 0
HOMO-LUMO gap (alpha / beta) (eV): 6.77 / 6.80

Löwdin atomic charge list, values in e, 4 entries: C 0.01; C -0.51; C -0.02; N -0.39

---

<two>
C3H5N2OP | ωB97M-V with the def2-TZVPD basis set

Atoms and positions in Å:
C 1.68310 -0.14348 -0.06710
N 0.17958 -0.21894 -0.09398
C -0.54036 -1.38407 -0.12667
P -2.52407 -0.81439 -0.00258
N -1.92281 0.74934 0.03871
C -0.54920 0.97836 0.14714
O -0.00930 2.05934 0.32670
H 2.11530 -0.41521 -1.02269
H 1.95137 0.85276 0.14091
H 2.27564 -0.81648 0.52348
H -0.07799 -2.36767 -0.07320
H -2.58125 1.52045 0.20929

2S+1: 1
SMILES string: Cn1cp[nH]c1=O
Lowest unoccupied orbital energy (alpha / beta) (eV): 0.2 / 0.2
Charge: 0
HOMO-LUMO gap (alpha / beta) (eV): 7.40 / 7.40

Löwdin atomic charge list, values in e, 4 entries: C 0.00; N -0.14; C -0.21; P 0.81

---

Which one is most stable, and which one is least stable? <two> is the most stable of them, while <one> is the least stable.

---

<one>
C18H30N6O2Ti | ωB97M-V with the def2-TZVPD basis set

Atoms and positions in Å:
Ti 0.03654 -0.66592 -0.53654
N -2.07294 -0.96259 0.24742
C -1.94040 -1.88260 1.39856
C -0.90817 -2.95011 1.07064
N 0.44817 -2.35175 0.97591
C 1.03160 -2.19220 2.34848
C 1.35655 -0.77428 2.79345
N 2.40849 -0.13856 1.99868
C 1.34418 -3.16611 0.11755
C 2.57509 -2.37287 -0.28646
N 2.20983 -1.09170 -0.95140
H -2.66095 -1.38083 -0.46909
H -2.52283 -0.09595 0.52786
H -1.61572 -1.29518 2.25872
H -2.88909 -2.35538 1.66058
H -0.92991 -3.74293 1.82406
H -1.15208 -3.40590 0.10791
H 0.31975 -2.60499 3.06716
H 1.92274 -2.82085 2.41375
H 0.45244 -0.17150 2.73514
H 1.62367 -0.83406 3.85323
H 2.14265 0.81532 1.78690
H 3.27924 -0.10533 2.51370
H 1.65098 -4.07870 0.64090
H 0.78044 -3.46564 -0.76649
H 3.15254 -2.11861 0.59879
H 3.20126 -2.98607 -0.93542
H 2.83441 -0.36350 -0.61938
H 2.32686 -1.16471 -1.95765
C -0.43757 -2.63145 -4.26925
C -0.45600 -1.42829 -3.38206
O -0.38346 -1.71206 -2.08741
C -0.55246 -0.15966 -3.84882
C -0.65093 1.03099 -3.03538
C -1.02698 2.31708 -3.70130
N -0.42750 0.97842 -1.75602
N -0.63318 2.17276 -1.05257
C -0.34766 2.01381 0.19618
O 0.08924 0.87679 0.70493
C -0.53912 3.14764 1.13146
C -0.88531 4.40961 0.64945
C -1.06945 5.46111 1.52987
C -0.91164 5.26513 2.89649
C -0.56584 4.01312 3.38076
C -0.37726 2.95822 2.50061
H -1.26027 -3.29544 -3.99908
H 0.48992 -3.18708 -4.11643
H -0.52223 -2.36767 -5.32019
H -0.63774 -0.01993 -4.91630
H -1.20781 2.16662 -4.76159
H -0.23232 3.05234 -3.56727
H -1.91468 2.73920 -3.23132
H -1.00684 4.55525 -0.41450
H -1.33561 6.43922 1.15199
H -1.05653 6.09037 3.58108
H -0.44160 3.85657 4.44413
H -0.10451 1.98084 2.87562

2S+1: 2
Lowest unoccupied orbital energy (alpha / beta) (eV): -2.7 / -2.6
Charge: +1
HOMO-LUMO gap (alpha / beta) (eV): 7.61 / 7.96

Löwdin atomic charge list, values in e, 4 entries: Ti 1.09; N -0.01; C -0.19; C -0.18

---

<two>
C18H30N6O2Ti | ωB97M-V with the def2-TZVPD basis set

Atoms and positions in Å:
Ti 0.27261 -0.23464 0.11847
N -0.28580 0.32465 2.39868
C -0.22511 1.73004 1.95888
C -1.47171 2.04057 1.14501
N -1.66381 1.10426 0.00271
C -2.87794 0.27101 0.17246
C -2.58015 -1.05978 0.85130
N -1.35489 -1.61168 0.24534
C -1.80171 1.93777 -1.23522
C -2.19395 1.23508 -2.55120
N -1.62144 -0.09955 -2.72489
H 0.56624 0.08636 2.89293
H -1.04361 0.22702 3.06456
H -0.16326 2.43225 2.79267
H 0.66341 1.86449 1.33647
H -2.34442 2.00037 1.80284
H -1.39548 3.06506 0.78103
H -3.65619 0.80913 0.71950
H -3.27112 0.04211 -0.81284
H -2.42620 -0.94823 1.92137
H -3.43872 -1.72039 0.71191
H -1.16641 -2.53653 0.61295
H -1.50488 -1.69500 -0.76463
H -2.57620 2.69281 -1.05615
H -0.85377 2.44834 -1.36848
H -3.27915 1.14015 -2.60145
H -1.91473 1.91617 -3.35995
H -2.10206 -0.57528 -3.48062
H -0.66109 -0.01588 -3.02785
C 3.99993 -0.77425 1.91202
C 2.77769 -1.09471 1.11330
O 1.86754 -0.15300 1.01998
C 2.54603 -2.32551 0.55272
C 1.40168 -2.47662 -0.27713
C 0.71515 -3.80651 -0.38772
N 1.04840 -1.49846 -1.14909
N 2.02551 -0.81027 -1.86684
C 1.84987 0.46706 -1.87943
O 0.93288 1.01446 -1.08356
C 2.49108 1.30449 -2.90766
C 2.15191 2.65225 -3.00562
C 2.66282 3.42733 -4.03419
C 3.52111 2.86256 -4.96582
C 3.87815 1.52419 -4.85966
C 3.36536 0.74384 -3.83934
H 3.74420 -0.15934 2.77407
H 4.69350 -0.20781 1.28647
H 4.49929 -1.68250 2.24042
H 3.18713 -3.16547 0.78153
H 1.44120 -4.52344 -0.77806
H -0.11619 -3.76501 -1.08968
H 0.38532 -4.18694 0.58188
H 1.48776 3.08745 -2.27050
H 2.39339 4.47259 -4.11003
H 3.90846 3.46549 -5.77642
H 4.55701 1.09138 -5.58256
H 3.62168 -0.30279 -3.74946

2S+1: 2
Lowest unoccupied orbital energy (alpha / beta) (eV): -2.6 / -3.3
Charge: +1
HOMO-LUMO gap (alpha / beta) (eV): 7.64 / 7.26

Löwdin atomic charge list, values in e, 4 entries: Ti 1.03; N 0.00; C -0.22; C -0.15

---

Which one is most stable, and which one is least stable? <one> is the most stable of them, while <two> is the least stable.